(1)
C24H57AsN10ReS as an isolated structure in a non-equilibrium geometry, computed with wB97M-V/def2-TZVPD.

Values from the calculation:
* ⟨S²⟩: 3.7780
* HOMO (alpha / beta): -18.868 / -18.796 eV
* gap between HOMO and LUMO (alpha / beta): 6.204 / 6.007 eV
* LUMO (alpha / beta): -12.665 / -12.789 eV

```
! wB97M-V def2-TZVPD RIJCOSX def2/J DEFGRID3
* xyz 4 4
Re 0.13 0.57 -0.43
C 5.80 0.09 -1.30
N 4.66 0.82 -0.74
C 5.06 2.05 -0.04
C 3.43 0.30 -0.58
N 2.34 1.04 -0.65
C 2.52 2.45 -1.06
C 1.21 3.06 -1.50
N 0.16 2.79 -0.49
C 0.48 3.35 0.85
C 0.92 2.23 1.79
N 0.00 1.09 1.62
C -0.74 0.69 2.68
N -1.40 -0.47 2.68
C -1.08 -1.58 1.80
C -2.57 -0.69 3.54
N -0.82 1.41 3.82
C -0.60 0.79 5.12
C -1.17 2.83 3.88
C -1.17 3.26 -0.96
C -2.24 2.31 -0.43
N -1.85 0.96 -0.88
C -2.72 0.36 -1.76
N -4.03 0.42 -1.55
C -4.62 0.44 -0.21
C -5.01 0.49 -2.64
N -2.25 -0.28 -2.84
C -1.16 0.26 -3.66
C -2.95 -1.41 -3.44
N 3.23 -1.05 -0.23
C 3.81 -2.14 -1.01
C 3.31 -1.23 1.22
H 6.51 0.83 -1.67
H 6.32 -0.52 -0.56
H 5.50 -0.53 -2.15
H 5.98 1.84 0.51
H 5.27 2.87 -0.72
H 4.32 2.35 0.70
H 2.93 3.05 -0.24
H 3.24 2.51 -1.89
H 1.34 4.13 -1.66
H 0.90 2.62 -2.45
H 1.24 4.13 0.78
H -0.42 3.80 1.25
H 1.94 1.90 1.55
H 0.94 2.60 2.81
H 0.00 -1.63 1.65
H -1.41 -2.50 2.28
H -1.58 -1.49 0.84
H -2.98 0.25 3.90
H -3.34 -1.19 2.94
H -2.34 -1.33 4.39
H -0.36 -0.27 5.02
H 0.25 1.28 5.61
H -1.46 0.91 5.78
H -1.43 3.22 2.90
H -2.04 2.94 4.53
H -0.37 3.43 4.33
H -1.36 4.29 -0.64
H -1.20 3.25 -2.05
H -2.29 2.35 0.66
H -3.20 2.62 -0.83
H -3.85 0.29 0.55
H -5.15 1.37 -0.02
H -5.36 -0.37 -0.13
H -4.53 0.79 -3.57
H -5.55 -0.44 -2.79
H -5.74 1.25 -2.38
H -0.50 0.91 -3.07
H -0.57 -0.55 -4.07
H -1.56 0.85 -4.49
H -3.63 -1.85 -2.72
H -3.50 -1.14 -4.34
H -2.20 -2.16 -3.73
H 3.68 -1.96 -2.07
H 4.87 -2.33 -0.79
H 3.27 -3.06 -0.75
H 4.32 -1.06 1.61
H 2.61 -0.55 1.72
H 3.02 -2.25 1.46
C 0.71 -4.74 -2.28
As -0.02 -3.80 -0.77
C 0.85 -4.50 0.81
C -1.90 -4.21 -0.67
S 0.38 -1.70 -1.27
H 0.51 -5.81 -2.13
H 1.78 -4.59 -2.36
H 0.22 -4.42 -3.20
H 0.66 -5.58 0.79
H 0.44 -4.08 1.72
H 1.92 -4.35 0.76
H -1.99 -5.19 -0.20
H -2.31 -4.27 -1.68
H -2.45 -3.48 -0.09
*
```

Charges computed using Löwdin, reported in e: atom 1 (Re): 1.4692, atom 2 (C): 0.0017, atom 3 (N): -0.0992, atom 4 (C): -0.0140, atom 5 (C): -0.3561, atom 6 (N): -0.0377, atom 7 (C): -0.1984, atom 8 (C): -0.1425, atom 9 (N): -0.2629, atom 10 (C): -0.1083, atom 11 (C): -0.1694, atom 12 (N): -0.0401, atom 13 (C): -0.3438, atom 14 (N): -0.1085, atom 15 (C): -0.0980, atom 16 (C): 0.0023, atom 17 (N): -0.1525, atom 18 (C): -0.0021, atom 19 (C): -0.0079, atom 20 (C): -0.1240, atom 21 (C): -0.1728, atom 22 (N): -0.1240, atom 23 (C): -0.3793, atom 24 (N): -0.1153, atom 25 (C): -0.0039, atom 26 (C): 0.0066, atom 27 (N): -0.1412, atom 28 (C): -0.0381, atom 29 (C): -0.0189, atom 30 (N): -0.2304, atom 31 (C): -0.0792, atom 32 (C): -0.0352, atom 33 (H): 0.1154, atom 34 (H): 0.1112, atom 35 (H): 0.0937, atom 36 (H): 0.1206, atom 37 (H): 0.1159, atom 38 (H): 0.0842, atom 39 (H): 0.0964, atom 40 (H): 0.1512, atom 41 (H): 0.1625, atom 42 (H): 0.1221, atom 43 (H): 0.1529, atom 44 (H): 0.1151, atom 45 (H): 0.0956, atom 46 (H): 0.1225, atom 47 (H): 0.0546, atom 48 (H): 0.1079, atom 49 (H): 0.0351, atom 50 (H): 0.1074, atom 51 (H): 0.1041, atom 52 (H): 0.1125, atom 53 (H): 0.1012, atom 54 (H): 0.1147, atom 55 (H): 0.1122, atom 56 (H): 0.0782, atom 57 (H): 0.1172, atom 58 (H): 0.1139, atom 59 (H): 0.1536, atom 60 (H): 0.1363, atom 61 (H): 0.1097, atom 62 (H): 0.1375, atom 63 (H): 0.0771, atom 64 (H): 0.1126, atom 65 (H): 0.1156, atom 66 (H): 0.1061, atom 67 (H): 0.1111, atom 68 (H): 0.1165, atom 69 (H): 0.0414, atom 70 (H): 0.0907, atom 71 (H): 0.1213, atom 72 (H): 0.0998, atom 73 (H): 0.1124, atom 74 (H): 0.0949, atom 75 (H): 0.1000, atom 76 (H): 0.0961, atom 77 (H): 0.0613, atom 78 (H): 0.1100, atom 79 (H): 0.0718, atom 80 (H): 0.0836, atom 81 (C): -0.2091, atom 82 (As): 0.8811, atom 83 (C): -0.1901, atom 84 (C): -0.1997, atom 85 (S): 0.2769, atom 86 (H): 0.0752, atom 87 (H): 0.0526, atom 88 (H): 0.0572, atom 89 (H): 0.0734, atom 90 (H): 0.0392, atom 91 (H): 0.0384, atom 92 (H): 0.0689, atom 93 (H): 0.0513, atom 94 (H): 0.0310

=====

(2)
C24H58CuP2Si4Te as an isolated structure in a non-equilibrium geometry, computed with wB97M-V/def2-TZVPD.

Values from the calculation:
* ⟨S²⟩: 0.7514
* HOMO (alpha / beta): -5.440 / -7.190 eV
* gap between HOMO and LUMO (alpha / beta): 5.968 / 7.349 eV
* LUMO (alpha / beta): 0.528 / 0.160 eV

```
! wB97M-V def2-TZVPD RIJCOSX def2/J DEFGRID3
* xyz 0 2
P 0.85 0.87 -3.07
P -1.95 -1.88 -1.03
C -0.86 -0.27 -3.76
C -1.94 -0.98 -2.81
H -0.50 -0.84 -4.67
H -1.24 0.69 -4.15
H -2.72 -0.21 -2.62
H -2.35 -1.82 -3.37
C -2.19 -3.68 -1.56
H -2.41 -4.33 -0.70
H -1.21 -4.03 -1.91
H -2.92 -3.81 -2.35
C -3.74 -1.41 -0.72
H -4.46 -1.98 -1.30
H -3.93 -0.35 -0.92
H -4.04 -1.52 0.33
C 2.33 0.65 -4.08
H 3.20 1.24 -3.74
H 2.04 0.84 -5.11
H 2.64 -0.39 -3.95
C 0.16 2.52 -3.60
H -0.87 2.61 -3.21
H 0.14 2.47 -4.70
H 0.71 3.40 -3.23
Cu 0.19 -1.85 -2.98
C -2.98 -1.73 -5.52
C -2.22 -2.83 -5.38
C -1.42 -3.36 -6.51
C -0.58 -2.35 -7.31
C -0.17 -1.12 -6.56
C -0.86 0.05 -6.56
C -2.23 0.15 -7.14
C -3.22 -0.95 -6.80
C 1.76 1.54 0.28
H -3.68 -1.41 -4.74
H -2.39 -3.50 -4.53
H -2.06 -3.89 -7.23
H -0.77 -4.12 -6.10
H 0.35 -2.87 -7.61
H -1.14 -2.02 -8.20
H 0.82 -1.20 -6.13
H -0.34 1.00 -6.36
H -2.24 0.29 -8.23
H -2.63 1.09 -6.77
H -4.22 -0.49 -6.70
H -3.27 -1.68 -7.62
H 1.45 2.54 0.65
H 1.40 1.38 -0.74
H 2.86 1.34 0.38
C -0.70 -1.92 5.23
Si 1.04 -1.17 5.20
C 1.55 -0.87 7.00
C 2.28 -2.38 4.42
Si 1.08 0.79 3.98
Te 0.63 0.16 1.55
Si -0.47 2.23 4.91
C 0.01 2.60 6.70
C -0.48 3.84 3.92
C -2.19 1.44 4.91
Si 3.18 1.71 4.18
C 3.64 1.95 5.99
C 4.39 0.50 3.37
C 3.26 3.39 3.33
H -0.61 -2.92 5.69
H -1.08 -2.04 4.20
H -1.42 -1.32 5.80
H 1.44 -1.83 7.52
H 2.59 -0.54 7.09
H 0.90 -0.14 7.51
H 2.12 -2.47 3.33
H 3.32 -2.08 4.61
H 2.10 -3.36 4.89
H 0.97 3.14 6.78
H -0.78 3.26 7.09
H 0.06 1.71 7.34
H -0.58 3.66 2.85
H -1.35 4.41 4.27
H 0.42 4.44 4.09
H -2.46 1.08 3.91
H -2.28 0.61 5.62
H -2.90 2.22 5.20
H 3.74 1.01 6.54
H 4.62 2.44 5.98
H 2.95 2.59 6.54
H 4.04 0.11 2.40
H 5.31 1.07 3.20
H 4.61 -0.35 4.02
H 3.22 3.30 2.24
H 2.47 4.09 3.65
H 4.23 3.82 3.62
*
```

Charges computed using Löwdin, reported in e: atom 1 (P): 0.8905, atom 2 (P): 0.8517, atom 3 (C): -0.3990, atom 4 (C): -0.4202, atom 5 (H): -0.0082, atom 6 (H): 0.0395, atom 7 (H): 0.0677, atom 8 (H): -0.0110, atom 9 (C): -0.3307, atom 10 (H): 0.0354, atom 11 (H): -0.0067, atom 12 (H): 0.0188, atom 13 (C): -0.3203, atom 14 (H): 0.0300, atom 15 (H): 0.0263, atom 16 (H): 0.0290, atom 17 (C): -0.3293, atom 18 (H): 0.0492, atom 19 (H): 0.0171, atom 20 (H): 0.0123, atom 21 (C): -0.3014, atom 22 (H): 0.0380, atom 23 (H): 0.0135, atom 24 (H): 0.0414, atom 25 (Cu): 0.0998, atom 26 (C): -0.1152, atom 27 (C): -0.1257, atom 28 (C): -0.1911, atom 29 (C): -0.1713, atom 30 (C): -0.1426, atom 31 (C): -0.1346, atom 32 (C): -0.1913, atom 33 (C): -0.1718, atom 34 (C): -0.5077, atom 35 (H): 0.1046, atom 36 (H): 0.0996, atom 37 (H): 0.1188, atom 38 (H): 0.1025, atom 39 (H): 0.1221, atom 40 (H): 0.1085, atom 41 (H): 0.0984, atom 42 (H): 0.1027, atom 43 (H): 0.1197, atom 44 (H): 0.1016, atom 45 (H): 0.1179, atom 46 (H): 0.1092, atom 47 (H): -0.0153, atom 48 (H): -0.1297, atom 49 (H): 0.0001, atom 50 (C): -0.2122, atom 51 (Si): 0.3220, atom 52 (C): -0.2022, atom 53 (C): -0.2198, atom 54 (Si): 0.0824, atom 55 (Te): 0.7422, atom 56 (Si): 0.3232, atom 57 (C): -0.2038, atom 58 (C): -0.2189, atom 59 (C): -0.2144, atom 60 (Si): 0.3216, atom 61 (C): -0.2014, atom 62 (C): -0.2158, atom 63 (C): -0.2036, atom 64 (H): 0.0294, atom 65 (H): 0.0301, atom 66 (H): 0.0089, atom 67 (H): 0.0349, atom 68 (H): 0.0072, atom 69 (H): 0.0090, atom 70 (H): 0.0175, atom 71 (H): 0.0146, atom 72 (H): 0.0291, atom 73 (H): 0.0114, atom 74 (H): 0.0329, atom 75 (H): 0.0097, atom 76 (H): 0.0287, atom 77 (H): 0.0291, atom 78 (H): 0.0115, atom 79 (H): 0.0307, atom 80 (H): 0.0095, atom 81 (H): 0.0279, atom 82 (H): 0.0093, atom 83 (H): 0.0335, atom 84 (H): 0.0126, atom 85 (H): 0.0195, atom 86 (H): 0.0313, atom 87 (H): 0.0180, atom 88 (H): 0.0190, atom 89 (H): 0.0100, atom 90 (H): 0.0323

=====

Question: The lowest ⟨S²⟩ belongs to which entry?
Answer: C24H58CuP2Si4Te

=====

Question: Which of these has the lowest ⟨S²⟩?
Answer: C24H58CuP2Si4Te